# 1
19
Properties=species:S:1:pos:R:3:forces:R:3 method="wB97M-V/def2-TZVPD" de_lowest_ev=4.884 total_energy_ha=-490.3937 mol_weight_g_mol=148.2
N 0.166 0.788 0.722 -0.079 1.646 0.784
N 2.497 0.849 0.167 0.595 -2.626 0.581
N 0.451 -2.066 0.152 2.408 0.197 -1.198
N -0.709 -1.703 0.627 -0.983 -0.294 0.910
C 2.882 -1.418 -0.162 0.317 1.307 0.027
C 1.466 -1.228 0.050 -2.957 0.132 1.626
C 1.250 0.230 0.385 1.340 0.397 -0.818
C -2.084 0.035 -0.746 -1.142 -2.853 -0.838
C 3.460 -0.195 -0.099 -3.578 0.071 -0.204
C -1.667 -1.046 0.172 -0.188 -0.684 -1.015
C -2.875 -0.368 0.571 1.163 1.929 0.787
H 2.554 1.785 -0.139 0.321 0.814 -0.174
H -3.924 -0.687 0.578 0.693 -0.093 -0.506
H 3.473 -2.277 -0.364 -0.134 -0.729 -0.100
H -1.242 0.679 -0.893 -0.497 1.106 0.200
H 4.410 0.014 -0.412 2.340 0.770 -0.273
H -2.678 -0.302 -1.607 0.562 0.321 0.030
H 0.249 1.818 0.921 0.276 -1.290 -0.321
H -2.613 0.350 1.342 -0.458 -0.121 0.504

***

# 2
19
Properties=species:S:1:pos:R:3:forces:R:3 method="wB97M-V/def2-TZVPD" de_lowest_ev=1.699 total_energy_ha=-490.5108 mol_weight_g_mol=148.2
N -0.234 0.375 2.133 -0.747 -0.923 0.668
N -2.513 -1.672 0.886 -0.343 -0.397 -0.011
N 0.937 0.543 -2.359 0.924 -0.096 0.518
N -1.560 1.715 0.706 -1.036 -1.075 -1.243
C 1.665 -0.554 -2.214 1.397 -2.059 -0.524
C -0.070 0.070 -0.234 3.572 -1.001 -1.518
C -0.960 0.380 0.872 -0.441 3.175 1.182
C -1.884 -0.718 0.874 -1.342 -0.277 0.417
C 1.637 -1.477 -1.088 -0.540 1.624 0.412
C 0.162 0.902 -1.334 -0.675 -0.518 1.055
C 0.774 -1.089 -0.032 -0.360 1.094 -4.282
H 0.535 -1.771 0.712 -0.035 -1.012 1.542
H -0.066 -0.613 2.309 0.717 0.436 0.618
H -0.962 2.446 0.993 1.084 0.546 0.343
H -2.432 1.887 1.165 -0.388 -0.529 0.347
H 2.390 -0.807 -3.078 -1.381 0.448 1.356
H 0.618 0.897 1.992 0.392 -0.242 0.141
H 2.269 -2.406 -0.993 -0.749 1.316 -0.425
H -0.304 1.892 -1.307 -0.048 -0.511 -0.595

***

# 3
22
Properties=species:S:1:pos:R:3:forces:R:3 method="wB97M-V/def2-TZVPD" de_lowest_ev=6.830 total_energy_ha=-716.0106 mol_weight_g_mol=196.2
O -1.891 2.288 0.464 -0.082 -0.053 0.070
O -0.391 2.776 -1.036 -0.142 0.339 0.022
O 3.026 -0.020 -0.745 0.390 -0.343 -0.269
N -0.417 -1.818 -0.545 0.371 -1.407 -0.384
N -2.208 -0.642 2.045 -0.254 0.116 0.660
N 0.685 -1.297 -0.370 0.233 -0.496 0.109
N -0.954 2.018 -0.255 0.278 1.106 -0.061
C 2.404 0.559 1.543 0.132 0.144 -0.359
C 0.700 0.093 -0.194 -0.143 1.851 0.075
C -1.587 -1.194 -0.387 0.352 2.918 -0.146
C -1.925 -0.843 0.955 -0.015 -0.376 0.354
C -0.444 0.749 -0.302 -0.604 -3.801 -0.673
C -2.703 -1.378 -1.354 -0.013 -0.086 -0.255
C 2.099 0.654 0.044 -0.468 0.234 0.553
H -3.229 -2.309 -1.134 0.017 -0.018 0.037
H 2.305 -0.469 1.885 -0.010 -0.107 0.050
H 3.425 0.892 1.715 0.082 0.025 0.057
H 2.994 -0.962 -0.528 -0.008 0.095 -0.050
H 2.120 1.697 -0.288 -0.065 -0.178 0.089
H -2.320 -1.421 -2.370 -0.006 0.001 -0.003
H 1.726 1.188 2.112 -0.098 0.034 0.092
H -3.415 -0.560 -1.257 0.054 0.002 0.031

***

Please write out number 1 again, unchanged.
19
Properties=species:S:1:pos:R:3:forces:R:3 method="wB97M-V/def2-TZVPD" de_lowest_ev=4.884 total_energy_ha=-490.3937 mol_weight_g_mol=148.2
N 0.166 0.788 0.722 -0.079 1.646 0.784
N 2.497 0.849 0.167 0.595 -2.626 0.581
N 0.451 -2.066 0.152 2.408 0.197 -1.198
N -0.709 -1.703 0.627 -0.983 -0.294 0.910
C 2.882 -1.418 -0.162 0.317 1.307 0.027
C 1.466 -1.228 0.050 -2.957 0.132 1.626
C 1.250 0.230 0.385 1.340 0.397 -0.818
C -2.084 0.035 -0.746 -1.142 -2.853 -0.838
C 3.460 -0.195 -0.099 -3.578 0.071 -0.204
C -1.667 -1.046 0.172 -0.188 -0.684 -1.015
C -2.875 -0.368 0.571 1.163 1.929 0.787
H 2.554 1.785 -0.139 0.321 0.814 -0.174
H -3.924 -0.687 0.578 0.693 -0.093 -0.506
H 3.473 -2.277 -0.364 -0.134 -0.729 -0.100
H -1.242 0.679 -0.893 -0.497 1.106 0.200
H 4.410 0.014 -0.412 2.340 0.770 -0.273
H -2.678 -0.302 -1.607 0.562 0.321 0.030
H 0.249 1.818 0.921 0.276 -1.290 -0.321
H -2.613 0.350 1.342 -0.458 -0.121 0.504